Record 1
The following is a DFT calculation (wB97M-V/def2-TZVPD) of a cluster of 5 separate species, C35H71BN3O12 in total.

```
122
Properties=species:S:1:pos:R:3:mulliken_charge:R:1
C -4.414 3.964 2.963 -0.916
C -3.315 2.933 2.238 0.021
C -2.533 3.648 0.986 -0.483
O -1.814 2.701 0.094 0.571
C -0.470 2.531 0.628 -1.211
C 0.504 1.447 -0.079 -0.161
C -0.060 -0.126 -0.114 -0.802
C -1.103 -0.491 1.086 -0.060
C -2.707 -0.522 0.599 -0.604
O -2.939 -1.425 -0.548 -0.113
C -3.799 -2.563 -0.190 0.111
O -4.602 -3.041 -1.181 -0.525
N 1.044 -1.119 -0.402 1.217
C 0.573 -2.361 -1.183 -1.164
N -0.430 -3.218 -0.450 0.100
C -1.058 -4.163 -1.479 -0.936
B 1.856 -1.562 0.839 0.567
O 1.926 -0.765 2.103 -0.555
O 2.691 -2.816 0.852 -0.475
C 2.617 -3.462 2.172 -0.529
C 2.158 -0.534 -1.303 -0.894
O 3.320 -0.037 -0.491 -0.478
C 1.597 0.590 -2.375 -0.260
C 1.138 1.927 -1.548 1.512
C 0.094 2.785 -2.473 -1.529
C -1.242 2.001 -2.982 0.715
C -2.163 3.113 -3.805 -0.906
C -3.494 3.609 -2.986 0.008
C -4.810 3.116 -3.858 -0.384
N -6.033 3.988 -3.660 -0.695
C 2.360 2.966 -1.176 -0.241
C 3.487 3.186 -2.339 -0.624
O 3.078 4.047 -3.464 -0.336
C 3.280 3.216 -4.697 0.335
O 4.543 3.065 -5.178 -0.493
H -3.958 5.013 3.211 0.260
H -4.854 3.405 3.921 0.265
H -5.328 4.013 2.200 0.228
H -3.944 1.981 1.940 0.067
H -2.596 2.586 3.122 0.198
H -3.376 4.142 0.304 0.233
H -1.832 4.478 1.441 0.188
H -0.527 2.324 1.803 0.368
H 0.069 3.593 0.546 -0.048
H 1.457 1.382 0.640 0.316
H -0.742 -0.142 -1.099 -0.081
H -0.986 -1.589 1.543 0.309
H -1.025 0.216 2.045 0.471
H -3.180 0.538 0.496 -0.159
H -3.268 -1.037 1.519 0.514
H -3.835 -3.118 0.840 0.323
H 0.103 -2.011 -2.197 0.449
H 1.476 -3.101 -1.436 0.387
H 0.004 -3.858 0.250 0.252
H -1.662 -4.969 -0.880 0.349
H -0.160 -4.730 -2.002 0.342
H -1.715 -3.575 -2.258 0.280
H 2.864 -0.457 2.276 0.330
H 3.375 -2.932 2.905 0.244
H 2.940 -4.587 2.066 0.097
H 1.502 -3.405 2.543 0.242
H 2.652 -1.376 -1.992 0.502
H 4.109 0.075 -1.114 0.435
H 2.416 0.759 -3.194 0.477
H 0.703 0.034 -2.940 0.025
H 0.609 3.231 -3.451 0.428
H -0.282 3.747 -1.874 0.100
H -0.924 1.200 -3.805 0.284
H -1.834 1.408 -2.168 -0.386
H -1.446 4.035 -4.040 0.232
H -2.420 2.641 -4.870 0.412
H -3.502 4.800 -3.051 0.321
H -3.526 3.307 -1.856 -0.260
H -4.520 3.211 -5.009 0.248
H -5.004 1.963 -3.673 0.252
H -6.766 3.628 -4.340 0.269
H -5.843 4.970 -4.020 0.259
H 2.933 2.731 -0.186 0.253
H 1.840 4.027 -1.008 0.162
H 4.387 3.768 -1.811 0.281
H 3.994 2.178 -2.730 0.258
H 2.353 2.669 -5.213 0.292
C 2.517 -6.966 -0.634 -0.918
C 3.075 -7.681 0.568 0.756
O 2.349 -8.026 1.499 -0.585
C 4.554 -7.957 0.586 -1.055
H 1.437 -6.835 -0.509 0.205
H 2.981 -5.981 -0.729 0.208
H 2.696 -7.559 -1.535 0.434
H 5.109 -7.016 0.546 0.317
H 4.824 -8.594 -0.261 0.344
H 4.815 -8.478 1.513 0.296
C 2.703 5.393 2.294 -1.082
C 1.469 6.052 1.738 0.777
O 0.485 5.392 1.409 -0.495
C 1.485 7.551 1.602 -1.212
H 2.548 4.309 2.335 0.154
H 3.558 5.599 1.645 0.317
H 2.896 5.757 3.306 0.435
H 2.287 7.854 0.922 0.350
H 1.624 8.012 2.583 0.358
H 0.529 7.889 1.188 0.308
C 7.875 -10.833 2.243 -1.126
C 7.914 -9.873 1.084 0.881
O 7.571 -8.700 1.215 -0.556
C 8.390 -10.405 -0.241 -1.132
H 7.511 -10.311 3.135 0.293
H 7.194 -11.658 2.019 0.313
H 8.879 -11.213 2.446 0.364
H 7.732 -11.212 -0.576 0.311
H 9.418 -10.766 -0.149 0.375
H 8.366 -9.602 -0.985 0.288
C -9.055 5.367 3.894 -1.149
C -7.921 4.403 4.125 0.885
O -6.797 4.801 4.426 -0.528
C -8.216 2.935 3.973 -1.093
H -8.695 6.391 4.038 0.296
H -9.425 5.267 2.871 0.328
H -9.858 5.174 4.610 0.339
H -8.549 2.727 2.953 0.320
H -8.982 2.634 4.692 0.386
H -7.305 2.360 4.169 0.237
```

The value obtained for the LUMO energy is -2.43 eV. Its total energy is -2467.52642 Ha. The total charge is +1. The value obtained for the orbital gap is 8.350 eV. The value obtained for the highest occupied orbital energy is -10.779 eV.

Record 2
The following is a DFT calculation (wB97M-V/def2-TZVPD) of a structure of composition C43H81Br2NO9.

```
136
Properties=species:S:1:pos:R:3:mulliken_charge:R:1
Br -2.204 3.396 0.188 -0.229
C -1.256 2.764 -1.452 1.269
C -1.135 3.994 -2.377 -1.032
Br -0.353 3.543 -4.150 -0.361
H -1.843 1.993 -1.950 -0.321
H -0.223 2.442 -1.323 0.701
H -0.516 4.747 -1.888 0.597
H -2.082 4.494 -2.578 0.615
N -0.466 0.722 -3.073 1.607
C -1.514 -0.061 -2.703 0.010
C -2.563 -0.467 -3.553 -0.571
C -2.507 -0.003 -4.897 -1.186
C -1.520 0.894 -5.301 -1.564
C -0.488 1.191 -4.365 -0.318
H -1.472 -0.421 -1.686 0.948
H -3.347 -1.181 -3.349 0.676
H -3.325 -0.249 -5.559 0.418
H -1.516 1.271 -6.313 0.461
H 0.328 1.829 -4.670 0.739
C 1.210 0.142 3.988 -0.001
C -0.043 -0.693 3.663 -0.560
C 0.375 -2.115 3.966 -0.021
O 1.351 -1.966 4.956 -0.619
C 2.046 -0.733 4.947 -0.917
H 0.919 1.123 4.362 1.055
H 1.839 0.352 3.123 -0.757
H -0.199 -0.470 2.608 -0.271
H -0.876 -0.376 4.291 1.154
H 0.732 -2.596 3.056 -0.252
H -0.497 -2.711 4.236 0.442
H 3.093 -0.897 4.691 0.294
H 1.935 -0.210 5.897 0.313
C 3.678 1.953 -3.860 -1.389
C 2.202 1.575 -3.693 -0.140
C 1.682 2.737 -2.860 0.461
O 2.779 3.308 -2.186 -0.556
C 4.001 2.626 -2.512 0.022
H 3.761 2.658 -4.687 0.362
H 4.336 1.099 -4.021 0.451
H 2.094 0.588 -3.244 -0.373
H 1.674 1.315 -4.610 0.889
H 1.021 2.238 -2.151 1.280
H 1.170 3.515 -3.425 0.245
H 4.214 1.885 -1.742 -0.059
H 4.855 3.291 -2.639 0.444
C -0.792 0.495 1.051 1.957
C 0.528 1.099 0.461 -0.608
C 0.582 0.484 -0.967 -0.458
O -0.399 -0.587 -0.986 0.019
C -0.946 -0.817 0.333 -1.721
H -1.658 1.143 0.918 -0.963
H -0.682 0.348 2.125 -0.231
H 1.438 0.701 0.911 0.535
H 0.801 2.153 0.518 0.549
H 1.564 0.120 -1.268 0.356
H 0.256 1.215 -1.707 -2.464
H -0.577 -1.721 0.817 1.080
H -2.022 -0.968 0.238 0.533
C -4.561 0.637 -1.257 -1.034
C -5.366 -0.563 -0.778 -0.928
C -4.989 -0.630 0.658 -0.469
O -3.658 -0.183 0.690 -0.739
C -3.253 0.571 -0.473 1.544
H -4.986 1.624 -1.072 0.419
H -4.433 0.622 -2.339 0.369
H -5.022 -1.448 -1.313 0.217
H -6.450 -0.459 -0.836 0.554
H -5.059 -1.667 0.987 0.473
H -5.638 -0.019 1.284 0.433
H -2.623 -0.022 -1.137 -1.043
H -2.881 1.575 -0.273 -0.521
C -1.769 -2.768 2.610 0.425
C -1.082 -4.051 2.205 -1.188
C -1.002 -3.990 0.690 -0.174
O -1.936 -2.948 0.336 -0.707
C -2.746 -2.539 1.462 -0.497
H -1.045 -1.953 2.626 -0.788
H -2.171 -2.860 3.619 0.680
H -1.602 -4.966 2.489 0.292
H -0.080 -4.130 2.627 0.522
H -1.264 -4.897 0.145 1.313
H -0.019 -3.713 0.310 -1.121
H -3.551 -3.261 1.596 0.491
H -3.225 -1.564 1.374 0.003
C 3.253 -2.898 0.351 -1.154
C 2.721 -1.516 0.187 2.022
C 1.843 -1.445 1.457 0.319
O 1.271 -2.748 1.581 -0.553
C 1.907 -3.630 0.648 0.016
H 3.960 -2.956 1.178 0.319
H 3.673 -3.188 -0.612 0.564
H 2.082 -1.281 -0.664 0.647
H 3.427 -0.686 0.207 -1.430
H 0.967 -0.796 1.478 -0.919
H 2.452 -1.113 2.297 0.270
H 1.213 -3.668 -0.192 0.380
H 2.030 -4.625 1.074 0.568
C -0.934 -3.936 -3.270 -0.954
C -0.137 -2.728 -3.646 -0.339
C 0.097 -2.039 -2.286 1.233
O 0.558 -3.145 -1.512 -0.298
C -0.299 -4.279 -1.873 -0.084
H -0.826 -4.742 -3.995 0.544
H -1.997 -3.710 -3.189 0.181
H -0.705 -2.058 -4.290 0.097
H 0.699 -3.062 -4.261 0.394
H -0.817 -1.658 -1.831 -0.357
H 0.870 -1.271 -2.246 -0.723
H -1.043 -4.440 -1.092 -0.546
H 0.337 -5.157 -1.984 0.567
C -1.868 3.127 4.501 -0.917
C -1.124 2.012 3.724 0.074
C -1.239 2.494 2.249 0.549
O -0.987 3.898 2.370 -0.581
C -1.375 4.381 3.708 -0.619
H -1.651 3.283 5.558 0.387
H -2.946 2.969 4.499 0.284
H -1.478 0.992 3.869 0.355
H -0.052 1.912 3.891 -0.436
H -2.246 2.426 1.836 0.332
H -0.609 1.971 1.529 -1.381
H -2.057 5.228 3.631 0.429
H -0.504 4.753 4.247 0.297
C 4.052 2.924 0.463 -0.490
C 4.814 2.166 1.510 -0.785
C 4.522 0.708 1.218 -0.845
O 3.115 0.796 1.000 -0.259
C 2.824 1.977 0.280 0.623
H 4.721 2.859 -0.395 0.097
H 3.684 3.932 0.657 0.388
H 4.422 2.486 2.476 0.256
H 5.893 2.301 1.583 0.545
H 4.885 0.063 2.018 0.289
H 4.979 0.278 0.326 0.371
H 1.911 2.405 0.693 -0.180
H 2.677 1.836 -0.791 -0.614
```

The value obtained for the LUMO energy is 0.34 eV. Its total energy is -7565.71261 Ha. The total charge is 0. The calculation puts the relative energy (zero: lowest compared OMol25 entry of this formula, charge and spin) at 623.2 kcal per mole. The value obtained for the orbital gap is 8.141 eV. The value obtained for the highest occupied orbital energy is -7.803 eV.